Record 1
{
  "formula": "C4H10N2O",
  "method": "the ωB97M-V functional and the def2-TZVPD basis",
  "elements": ["C", "C", "C", "C", "H", "H", "H", "H", "H", "H", "H", "H", "H", "H", "N", "N", "O"],
  "xyz": [[-1.14144, -0.01477, 0.30860], [-0.77234, 1.23135, -0.65104], [0.18117, 0.32621, 1.03283], [1.44546, -0.55354, 0.54122], [-2.21087, -1.67788, -0.34135], [-0.53275, -1.68103, -0.79866], [-2.10108, 0.22403, 0.91608], [-0.57221, 0.84427, -1.68174], [-1.54122, 1.96920, -0.63330], [1.04148, 1.57866, -0.22931], [0.25172, 0.33639, 2.16318], [1.28552, -1.72867, 0.71975], [2.39359, -0.12871, 0.92775], [1.98760, -0.76737, -1.41879], [-1.30055, -1.28954, -0.15734], [0.19659, 1.50199, 0.22776], [1.38933, -0.17057, -0.92564]],
  "forces_ev_per_angstrom": [[-2.323, 1.788, 0.774], [-4.690, -3.195, -1.754], [1.601, -2.033, 0.300], [-2.007, -0.352, -1.198], [0.113, 0.304, -0.062], [-1.905, 1.083, 1.293], [1.738, -0.157, -0.671], [0.270, 0.605, 0.752], [-0.871, 0.668, -0.603], [2.265, 0.993, -0.577], [-0.421, 0.522, -1.130], [0.570, 2.697, -0.429], [-0.542, -0.600, 0.111], [-0.351, 0.432, 0.434], [1.665, -3.621, -1.898], [3.325, 3.396, 3.930], [1.563, -2.528, 0.729]],
  "smiles": "N[C@@H]1CN[C@@H]1CO",
  "e_homo_ev": -8.1,
  "orbital_gap_ev": 8.821
}


Record 2
{
  "formula": "C28H41I3N8O18",
  "method": "the ωB97M-V functional and the def2-TZVPD basis",
  "elements": ["C", "C", "I", "C", "C", "C", "C", "C", "C", "C", "C", "O", "C", "C", "C", "C", "C", "C", "I", "C", "C", "I", "C", "C", "O", "H", "H", "H", "H", "H", "H", "H", "H", "H", "H", "H", "H", "H", "H", "H", "H", "H", "C", "N", "O", "O", "H", "H", "H", "C", "N", "O", "O", "H", "H", "H", "C", "N", "O", "O", "H", "H", "H", "C", "N", "O", "O", "H", "H", "H", "C", "N", "O", "O", "H", "H", "H", "C", "N", "O", "O", "H", "H", "H", "C", "N", "O", "O", "H", "H", "H", "C", "N", "O", "O", "H", "H", "H"],
  "xyz": [[0.30664, -3.22425, 3.04892], [0.22446, -2.22754, 1.77607], [1.59364, -2.93354, 0.18519], [0.50492, -0.68347, 2.13627], [-0.80795, 0.07808, 2.69735], [-1.39182, -0.49055, 4.04180], [-2.66095, 0.16880, 4.67821], [-3.25353, 1.38576, 3.93883], [-2.67878, 1.99619, 2.61451], [-1.44190, 1.31938, 1.96919], [-3.40365, 3.30036, 2.00328], [-2.74993, 4.22907, 1.47248], [-5.00671, 3.30854, 2.16495], [-5.90224, 3.86109, 1.01766], [-7.45246, 3.76999, 1.27615], [-8.02259, 3.18554, 2.59785], [-7.10314, 2.62835, 3.75075], [-7.80710, 2.01016, 5.03743], [-7.65013, 3.21876, 6.84056], [-7.35119, 0.43829, 5.23151], [-8.52922, -0.47339, 4.57377], [-6.87736, -0.10468, 7.28371], [-5.58099, 2.70336, 3.49784], [-4.53213, 2.13793, 4.54676], [-4.58680, 2.25456, 5.79505], [0.54754, -4.29908, 2.74730], [-0.75316, -3.23326, 3.50270], [0.99861, -2.83042, 3.88120], [-0.86953, -2.29315, 1.40433], [0.95544, -0.16416, 1.22214], [1.29606, -0.57131, 2.97111], [-0.94267, -1.37298, 4.60206], [-3.16637, -0.18851, 5.63403], [-0.99169, 1.70831, 0.98278], [-5.45877, 4.26689, 0.04515], [-8.22454, 4.11029, 0.50150], [-9.15661, 3.10895, 2.75969], [-8.93453, 1.94926, 4.78861], [-6.43093, 0.24942, 4.55811], [-8.41954, -1.58184, 4.81322], [-8.51303, -0.34097, 3.42992], [-9.56877, -0.11682, 4.91320], [3.64548, -1.14787, -3.30538], [4.23914, -2.05826, -2.29393], [3.92407, -3.23657, -2.34384], [5.00299, -1.55890, -1.48229], [2.99119, -1.72437, -3.95695], [3.08086, -0.38477, -2.77010], [4.46497, -0.70873, -3.87304], [2.85386, -6.96963, 1.59002], [1.80064, -7.56810, 2.45099], [1.50780, -8.73536, 2.24993], [1.30482, -6.84390, 3.29903], [3.20232, -7.72339, 0.88638], [2.40811, -6.12683, 1.06337], [3.66510, -6.64501, 2.24051], [-3.27436, 2.51621, -1.48981], [-3.48846, 1.24852, -2.23599], [-2.71815, 0.99700, -3.14673], [-4.42473, 0.55015, -1.87888], [-2.41391, 3.03213, -1.91185], [-4.17569, 3.11774, -1.59857], [-3.09495, 2.25676, -0.44732], [-4.48097, -1.97423, 0.65214], [-3.08149, -1.72139, 1.08267], [-2.42033, -0.94639, 0.41154], [-2.69374, -2.31207, 2.08310], [-4.68436, -1.38714, -0.24233], [-4.57297, -3.03965, 0.44415], [-5.13541, -1.67229, 1.46930], [3.73982, 3.05713, 1.95068], [2.78481, 1.95583, 2.23973], [2.27181, 1.93427, 3.34606], [2.58382, 1.15077, 1.34392], [3.82011, 3.69199, 2.83115], [4.70132, 2.60382, 1.71251], [3.34672, 3.61903, 1.10424], [8.10894, -1.49503, -2.93903], [7.41108, -1.00930, -4.15788], [6.21089, -1.22763, -4.24259], [8.08756, -0.42674, -4.98639], [7.38509, -1.99114, -2.29424], [8.88241, -2.19195, -3.25961], [8.53957, -0.62788, -2.43995], [6.14077, 1.84113, -6.64518], [5.12115, 2.87945, -6.34215], [4.18477, 2.55612, -5.62769], [5.29584, 3.98400, -6.83213], [5.85896, 0.91549, -6.14704], [6.16168, 1.70603, -7.72583], [7.09875, 2.20282, -6.27257], [8.58093, 1.02798, -10.34666], [8.11722, 0.43557, -9.06498], [8.96730, -0.00101, -8.30911], [6.91155, 0.43071, -8.86340], [9.66661, 0.96470, -10.38982], [8.12838, 0.45579, -11.15563], [8.25377, 2.06705, -10.36571]],
  "forces_ev_per_angstrom": [[-0.749, 0.464, -0.006], [-1.195, 0.114, 1.398], [-0.596, 0.399, 0.684], [-0.250, 0.312, 0.135], [-1.747, 0.631, 1.382], [-2.333, 3.472, -1.276], [1.794, 1.739, -3.754], [1.101, -0.498, -1.269], [1.219, -2.622, 1.246], [-1.306, -1.126, 3.354], [0.964, 0.559, -0.037], [-2.364, -3.108, 1.337], [-2.090, -0.077, -0.043], [-1.822, -1.831, 3.989], [1.873, -1.243, 2.514], [3.375, -0.088, -0.374], [1.002, 1.734, -3.032], [-0.136, -1.072, -1.549], [-0.262, 0.271, -0.969], [-0.615, 0.139, -1.984], [-0.082, 0.388, 0.096], [-0.103, -0.465, -0.989], [-1.718, 0.796, -1.780], [1.400, -0.275, 1.649], [-0.609, -0.328, -4.074], [-0.170, 1.600, 0.512], [1.567, -0.097, -0.672], [-0.744, -0.721, -1.493], [2.659, -0.066, 0.180], [-1.145, -0.711, 1.477], [-1.172, -0.397, -1.364], [-0.498, 1.407, -1.158], [0.909, 0.533, -1.485], [-0.768, -0.731, 1.848], [-0.756, -0.630, 1.777], [1.492, -0.505, 1.207], [1.949, 0.234, -0.405], [1.884, 0.401, 0.555], [-1.228, 0.342, 1.547], [-0.033, 1.549, -0.270], [0.144, -0.142, 1.665], [1.600, -0.602, -0.257], [-0.451, 0.226, -0.230], [-0.049, -0.049, -0.052], [0.335, 0.462, 0.238], [-0.271, -0.400, -0.265], [0.104, -0.022, 0.196], [0.119, -0.078, 0.030], [-0.535, 0.032, 0.348], [0.222, -0.050, -0.268], [-0.174, -0.225, 0.102], [0.011, 0.554, 0.228], [0.161, -0.403, -0.365], [-0.132, 0.041, 0.161], [0.067, 0.052, 0.159], [-0.174, 0.097, -0.042], [0.212, 0.233, 0.034], [0.151, -0.242, -0.260], [-0.513, -0.025, 0.467], [0.382, 0.239, -0.206], [-0.121, -0.156, 0.010], [0.045, -0.155, 0.093], [-0.143, -0.015, -0.118], [-0.288, 0.125, -0.246], [-0.151, 0.146, -0.025], [-0.150, -0.548, 0.343], [-0.523, 0.281, -0.637], [0.155, -0.022, 0.131], [0.017, 0.087, 0.173], [0.108, -0.148, -0.005], [0.167, 0.300, 0.120], [-0.182, -0.127, 0.160], [0.166, -0.156, -0.569], [0.416, 0.694, 0.387], [-0.093, -0.166, -0.087], [-0.160, 0.016, -0.111], [0.095, -0.163, 0.007], [-0.086, -0.265, 0.347], [0.148, 0.079, -0.177], [1.146, 0.048, -0.443], [-0.533, -0.229, 0.367], [0.008, 0.135, -0.144], [-0.001, 0.203, -0.029], [0.040, -0.093, -0.154], [-0.138, -0.054, 0.162], [-0.084, 0.060, 0.189], [0.308, 0.360, -0.333], [-0.228, -0.441, 0.280], [0.015, 0.165, -0.082], [-0.100, 0.323, 0.506], [-0.081, 0.013, -0.121], [0.254, 0.101, -0.208], [0.243, -0.218, 0.204], [-0.624, 0.197, -0.267], [0.792, -0.514, -0.500], [-0.176, -0.040, 0.115], [-0.075, 0.141, 0.110], [-0.096, -0.153, -0.042]],
  "e_homo_ev": -8.6,
  "orbital_gap_ev": 7.373
}


Record 3
{
  "formula": "C6H5N5S",
  "method": "the ωB97M-V functional and the def2-TZVPD basis",
  "elements": ["C", "C", "C", "C", "C", "C", "H", "H", "H", "H", "H", "N", "N", "N", "N", "N", "S"],
  "xyz": [[-2.76451, 0.26641, -0.02811], [-0.78802, -0.64302, -0.30952], [0.73499, -0.50322, -0.37905], [1.29869, 0.81266, -0.32476], [3.38216, -0.00321, 0.25808], [2.76278, -1.26889, 0.13196], [-4.44455, 0.96998, 0.97007], [-3.21751, 2.25933, 0.03109], [0.60650, 1.61958, -0.54500], [4.47519, 0.41819, 0.47542], [3.36294, -2.16477, 0.41084], [-3.75851, 1.24900, 0.03528], [-1.49013, 0.59100, -0.17705], [-1.34580, -1.74034, -0.12612], [2.60211, 1.09595, -0.15378], [1.47926, -1.56227, -0.22404], [-2.89557, -1.39637, -0.04530]],
  "forces_ev_per_angstrom": [[1.523, 2.043, -0.400], [3.754, 5.176, 0.129], [-0.820, 1.514, 0.867], [0.505, -0.174, -0.776], [-1.013, 2.453, -1.754], [1.843, -1.032, 0.759], [2.571, 1.807, -3.542], [-2.097, -3.373, 0.576], [0.345, 0.140, 0.097], [-2.403, -2.083, -0.226], [-0.437, 0.709, -0.413], [-0.414, 0.612, 3.165], [0.067, -1.834, -0.614], [-0.459, -2.345, -0.479], [-0.662, -2.118, 1.148], [1.638, 0.524, 0.693], [-3.941, -2.020, 0.770]],
  "e_homo_ev": -9.2,
  "orbital_gap_ev": 9.193
}


Record 4
{
  "formula": "C49H35ClGeN6O5Pt",
  "method": "the ωB97M-V functional and the def2-TZVPD basis",
  "elements": ["Pt", "O", "C", "O", "C", "C", "Cl", "N", "N", "C", "C", "O", "O", "C", "C", "C", "C", "C", "C", "H", "H", "H", "H", "H", "H", "C", "O", "C", "C", "C", "C", "C", "C", "C", "N", "C", "C", "N", "C", "C", "C", "C", "N", "C", "C", "N", "C", "C", "C", "C", "H", "H", "H", "H", "H", "H", "H", "H", "H", "H", "H", "H", "H", "H", "C", "C", "C", "C", "C", "C", "Ge", "C", "C", "C", "C", "C", "C", "C", "C", "C", "C", "C", "C", "H", "H", "H", "H", "H", "H", "H", "H", "H", "H", "H", "H", "H", "H", "H"],
  "xyz": [[0.08761, 0.73207, 1.55710], [2.07137, 1.76346, 6.96403], [1.29817, 0.70027, 6.93980], [0.99742, 0.09291, 7.93203], [0.78835, 0.22758, 5.60057], [0.11693, -0.97482, 5.42161], [-0.09464, -2.21279, 6.55098], [-0.25365, -1.09415, 4.12325], [0.19398, -0.01297, 3.45035], [0.81603, 0.78765, 4.31349], [1.40392, 2.07660, 3.76577], [2.14399, 2.74814, 4.46771], [1.08259, 2.36296, 2.55765], [-0.98485, -2.14004, 3.46204], [-2.04767, -2.76832, 4.10128], [-2.75646, -3.75397, 3.43418], [-2.43012, -4.10391, 2.13221], [-1.38899, -3.45146, 1.49331], [-0.66332, -2.47330, 2.15534], [2.18503, 2.18651, 6.06731], [-2.35077, -2.48301, 5.09570], [-3.58165, -4.23701, 3.93983], [-2.99115, -4.87171, 1.61719], [-1.13137, -3.69657, 0.47169], [0.14837, -1.98199, 1.63990], [6.14369, -3.36329, -10.11479], [5.29456, -2.23785, -9.93531], [4.82566, -1.98826, -8.69782], [5.10914, -2.76258, -7.57472], [4.56993, -2.41171, -6.34844], [3.74865, -1.29793, -6.21662], [3.47368, -0.52961, -7.35130], [4.00202, -0.86603, -8.57630], [3.20436, -0.97061, -4.90104], [3.41874, -1.65409, -3.79743], [2.71791, -0.99722, -2.82716], [2.06801, 0.10138, -3.33773], [2.39025, 0.11053, -4.67286], [1.29193, 0.99323, -2.54393], [0.71658, 2.18537, -3.01389], [0.08552, 3.01433, -2.13040], [-0.05031, 2.61424, -0.79970], [0.39879, 1.45328, -0.34985], [1.14092, 0.66316, -1.18590], [1.85323, -0.46821, -0.62561], [1.77451, -0.65290, 0.70897], [2.47055, -1.61985, 1.27215], [3.28220, -2.49234, 0.53958], [3.36643, -2.33239, -0.81916], [2.65124, -1.29198, -1.43143], [6.40320, -3.37500, -11.16845], [5.62664, -4.28988, -9.85715], [7.05268, -3.26799, -9.51741], [5.74445, -3.63262, -7.64438], [4.78631, -3.00791, -5.47267], [2.83951, 0.34758, -7.29652], [3.79558, -0.27730, -9.45930], [2.10169, 0.77942, -5.36403], [0.80915, 2.46374, -4.05596], [-0.32920, 3.96464, -2.43305], [-0.53962, 3.25142, -0.08735], [2.38380, -1.71551, 2.34869], [3.83078, -3.26953, 1.05200], [3.98179, -2.97577, -1.43393], [-3.32152, 1.93018, 6.48643], [-3.13200, 0.66953, 5.93820], [-2.84354, 0.54196, 4.58822], [-2.73133, 1.65823, 3.75945], [-2.96398, 2.91553, 4.31938], [-3.25257, 3.04943, 5.67108], [-2.24187, 1.46324, 1.88373], [-3.16393, -0.00243, 0.99641], [-2.77955, -0.39751, -0.28767], [-3.43465, -1.43164, -0.93940], [-4.48465, -2.08834, -0.31060], [-4.87694, -1.70616, 0.96365], [-4.21979, -0.67037, 1.61525], [-2.59213, 3.15781, 0.99686], [-1.96991, 4.33166, 1.43594], [-2.19592, 5.53693, 0.78843], [-3.05150, 5.58564, -0.30657], [-3.67931, 4.43011, -0.74741], [-3.44918, 3.22191, -0.09928], [-3.53475, 2.03816, 7.54161], [-3.21616, -0.21148, 6.56313], [-2.74393, -0.44653, 4.16346], [-2.93301, 3.80403, 3.70408], [-3.42570, 4.03313, 6.08737], [-1.96700, 0.11509, -0.79438], [-3.13266, -1.72287, -1.93765], [-5.00252, -2.89181, -0.81843], [-5.70021, -2.21236, 1.45136], [-4.54295, -0.37563, 2.60667], [-1.27296, 4.30076, 2.26718], [-1.70589, 6.43735, 1.13556], [-3.23238, 6.52644, -0.81011], [-4.35383, 4.46869, -1.59323], [-3.94586, 2.32521, -0.45283]],
  "forces_ev_per_angstrom": [[0.141, -0.591, -0.484], [0.089, 0.314, -0.359], [-0.073, -0.196, -0.083], [0.017, 0.079, -0.006], [0.033, 0.037, -0.090], [0.132, -0.036, 0.105], [-0.143, -0.080, -0.144], [0.080, -0.153, -0.057], [-0.245, 0.469, 0.191], [-0.017, 0.034, 0.071], [0.027, 0.013, 0.083], [-0.088, -0.080, 0.289], [-0.009, -0.027, 0.057], [-0.110, 0.001, -0.037], [-0.016, 0.038, -0.028], [0.001, -0.014, 0.016], [0.010, 0.035, 0.020], [-0.039, 0.015, -0.003], [0.113, -0.008, -0.057], [-0.041, -0.135, 0.129], [0.072, 0.011, 0.090], [0.002, -0.014, -0.009], [-0.008, 0.006, -0.002], [-0.007, -0.018, -0.006], [-0.136, -0.095, 0.134], [-0.002, 0.002, -0.001], [0.000, 0.002, 0.010], [0.004, -0.001, -0.024], [-0.002, 0.002, 0.013], [0.006, -0.003, -0.009], [-0.008, 0.001, 0.015], [0.000, -0.004, -0.009], [-0.001, 0.005, 0.014], [0.012, -0.003, -0.021], [-0.020, 0.001, 0.006], [0.022, -0.032, 0.005], [-0.007, 0.027, -0.030], [0.006, 0.005, 0.034], [-0.007, -0.006, -0.012], [0.014, 0.018, -0.008], [0.002, 0.001, 0.015], [0.016, -0.009, -0.012], [-0.085, 0.007, -0.158], [0.044, -0.001, 0.034], [-0.046, -0.021, -0.022], [0.100, 0.237, 0.078], [0.083, 0.022, 0.011], [-0.005, -0.003, 0.028], [0.010, 0.010, -0.020], [-0.007, -0.017, 0.003], [0.000, -0.001, 0.000], [0.001, 0.000, 0.000], [0.000, -0.001, 0.000], [-0.001, -0.001, 0.000], [-0.001, 0.000, 0.001], [-0.002, -0.001, -0.001], [0.000, -0.002, -0.001], [-0.009, -0.008, -0.007], [-0.001, -0.005, 0.001], [0.003, 0.006, 0.009], [-0.115, 0.031, 0.051], [0.010, 0.006, 0.000], [0.001, 0.003, 0.004], [0.001, 0.003, -0.001], [0.002, 0.004, 0.016], [-0.001, -0.002, -0.007], [-0.069, -0.022, -0.015], [0.043, -0.016, 0.054], [0.054, -0.012, -0.009], [0.001, -0.002, 0.004], [0.074, 0.247, 0.212], [0.004, -0.057, 0.008], [0.004, -0.007, 0.004], [-0.010, 0.003, 0.007], [-0.001, 0.004, -0.017], [0.010, -0.004, 0.001], [0.013, -0.027, -0.015], [0.028, 0.052, 0.015], [0.066, -0.030, -0.047], [-0.017, 0.003, -0.021], [0.009, 0.010, 0.012], [-0.004, -0.012, 0.000], [-0.022, -0.013, -0.008], [-0.005, -0.003, -0.002], [0.004, -0.003, 0.005], [0.014, 0.012, -0.001], [0.004, 0.000, 0.010], [0.006, 0.003, -0.003], [-0.002, -0.001, -0.003], [-0.001, 0.005, -0.001], [0.004, -0.004, 0.001], [-0.003, 0.002, 0.001], [-0.017, 0.002, -0.010], [0.004, 0.002, -0.009], [0.001, -0.001, 0.003], [0.001, -0.001, 0.002], [0.001, -0.003, 0.001], [0.001, 0.000, -0.002]],
  "charge": 1,
  "e_homo_ev": [-10.3, -10.3],
  "orbital_gap_ev": [6.763, 6.160],
  "spin_multiplicity": 2
}